Entry 1:
Computed, not measured: C2H4ClNO3 as an isolated structure in a non-equilibrium geometry, with the ωB97M-V functional and the def2-TZVPD basis.

Each line ends with the Mulliken charge.
Geometry (Å):
C -0.489 -0.366 0.470  -0.7354
C 1.377 -0.192 -0.355  0.2306
N 1.830 1.114 0.245  0.9745
O 2.269 1.169 1.366  -0.5163
O 1.692 2.057 -0.536  -0.6537
O 1.252 -0.011 -1.640  -0.4592
Cl 2.439 -1.475 0.130  -0.1438
H -0.694 -1.398 0.128  0.2893
H -0.409 -0.283 1.580  0.3162
H -0.932 0.432 -0.180  0.2806
H 1.068 0.944 -1.838  0.4172

Summary:
E_tot: -819.11499 Ha
Highest occupied orbital energy: -10.015 eV
LUMO level: -0.437 eV
Relative energy (zero: lowest compared OMol25 entry of this formula, charge and spin): 5.313 eV
Frontier orbital gap: 9.6 eV


Entry 2:
Computed, not measured: C22H21BrN4O3Rh as an isolated structure in a non-equilibrium geometry, with the ωB97M-V functional and the def2-TZVPD basis.

Each line ends with the Mulliken charge.
Geometry (Å):
Rh 0.000 0.000 0.000  0.0702
O -0.871 -2.078 -2.974  -0.7252
C -0.421 -3.342 -2.688  0.5825
C -0.558 -4.315 -3.675  -0.6652
C -0.138 -5.618 -3.418  -0.3365
C 0.416 -5.938 -2.178  -0.7499
C 0.556 -4.952 -1.194  -0.7595
C 0.137 -3.630 -1.426  0.4412
C 0.381 -2.557 -0.348  0.1216
O -0.667 -1.752 -0.285  -0.8057
N 1.556 -1.762 -0.759  -0.3691
N 1.708 -0.602 -0.091  -0.0791
C 2.398 0.285 -0.717  -0.3972
C 2.392 1.666 -0.200  0.7533
Br 0.697 2.223 0.357  0.0518
C 3.484 2.443 -0.131  -0.8454
C 4.864 2.040 -0.426  0.3511
C 5.674 2.878 -1.202  -0.4287
C 7.010 2.546 -1.443  -0.5189
C 7.550 1.381 -0.901  -0.4403
C 6.757 0.548 -0.114  -0.5881
C 5.422 0.880 0.129  -0.2898
H -0.822 -1.638 -2.075  0.4938
H -0.999 -4.048 -4.629  0.4330
H -0.248 -6.381 -4.181  0.3953
H 0.742 -6.952 -1.972  0.3877
H 0.994 -5.211 -0.234  0.3386
H 0.689 -3.090 0.564  0.4903
H 2.366 -2.367 -0.659  0.3524
H 2.950 0.099 -1.655  0.5857
H 3.378 3.462 0.234  0.4930
H 5.269 3.793 -1.627  0.4281
H 7.628 3.199 -2.052  0.3813
H 8.588 1.122 -1.088  0.3948
H 7.173 -0.358 0.317  0.3853
H 4.826 0.228 0.766  0.4724
N -7.012 1.338 -0.084  -0.3376
C -5.932 2.054 0.320  0.3312
O -6.112 3.173 0.777  -0.6126
C -4.531 1.530 0.228  1.1603
C -3.403 2.388 0.696  -0.9380
C -2.141 1.934 0.621  -0.4467
N -1.869 0.636 0.096  0.0217
C -2.817 -0.136 -0.319  -0.1327
C -4.229 0.306 -0.263  -0.9293
H -7.957 1.742 -0.001  0.2542
H -6.939 0.393 -0.478  0.1604
H -3.587 3.379 1.099  0.4598
H -1.319 2.556 0.961  0.5572
H -2.575 -1.117 -0.713  0.4947
H -4.978 -0.384 -0.625  0.2811
H -0.006 -0.267 1.663  0.2715

Summary:
E_tot: -3979.87319 Ha
Highest occupied orbital energy: -10.696 eV
LUMO level: -4.246 eV
Frontier orbital gap: 6.4 eV
Charge: +1


Entry 3:
Computed, not measured: an isolated molecule of C11H23N5O3 in a non-equilibrium geometry, with the ωB97M-V functional and the def2-TZVPD basis.

Each line ends with the Mulliken charge.
Geometry (Å):
H 1.647 4.775 -0.618  0.1967
N 1.814 3.963 -1.122  -0.5644
C 2.994 3.574 -1.064  0.4373
N 4.089 4.127 -0.467  -0.4630
N 3.332 2.171 -1.499  -0.4536
C 2.241 1.485 -2.151  -0.8583
C 1.356 0.908 -1.026  -0.4109
C 1.798 -0.471 -0.376  -0.8157
C 1.109 -0.795 0.931  -0.2110
N -0.342 -0.851 0.794  0.0135
C -1.145 -1.628 1.541  0.0418
O -0.743 -2.321 2.400  -0.6356
C -2.673 -1.481 1.087  0.3808
N -2.883 -0.033 1.146  -0.7283
C -3.004 -2.124 -0.213  0.6416
C -2.693 -3.602 -0.155  -1.5040
C -4.449 -1.943 -0.744  -1.6577
C 1.427 0.322 1.947  0.3558
O 0.752 1.326 2.213  -0.6057
O 2.546 0.128 2.663  -0.5001
H 3.951 4.771 0.168  0.1917
H 4.851 3.532 -0.440  0.1860
H 4.143 2.293 -2.123  0.3295
H 2.680 0.593 -2.737  0.4120
H 1.682 2.136 -2.811  0.4585
H 1.374 1.656 -0.250  0.4376
H 0.374 0.833 -1.549  0.1039
H 1.526 -1.267 -1.127  0.3178
H 2.910 -0.386 -0.207  0.3495
H 1.447 -1.684 1.397  0.6188
H -0.742 0.008 0.448  0.4653
H -3.230 -2.119 1.907  0.2338
H -3.880 0.177 1.261  0.2909
H -2.483 0.293 2.039  0.2407
H -2.413 -1.725 -1.075  0.0278
H -3.175 -4.213 0.646  0.3110
H -2.760 -3.918 -1.169  0.4718
H -1.622 -3.749 -0.066  0.3731
H -4.609 -2.515 -1.657  0.4113
H -4.750 -0.894 -0.923  0.3809
H -5.164 -2.391 -0.023  0.3569
H 2.717 1.039 3.002  0.3718

Summary:
E_tot: -932.44009 Ha
Highest occupied orbital energy: -9.526 eV
LUMO level: 0.619 eV
Relative energy (zero: lowest compared OMol25 entry of this formula, charge and spin): 1.533 eV
SMILES: [H]/N=C(\N)NCCC[C@H](NC(=O)[C@@H](N)C(C)C)C(=O)O
Frontier orbital gap: 10.1 eV